Entry from OMol25: a single C8H15NOS molecule (the ωB97M-V functional and the def2-TZVPD basis).

CARTESIAN COORDINATES (ANGSTROEM)
C (-1.26056, 2.65350, 0.09072)
C (-1.00135, 1.38092, -0.66518)
C (0.09276, 0.31632, -0.04178)
C (1.44748, 1.24106, 0.21015)
C (2.16612, 1.70678, -1.16644)
S (-0.02484, -0.22751, 1.65536)
C (-1.06085, -1.65610, 1.41255)
C (-1.60464, -1.85859, 0.00562)
N (-0.59997, -1.79763, -1.02793)
C (0.46739, -0.98524, -0.91624)
O (1.57261, -1.27940, -1.33120)
H (-1.41043, 2.64989, 1.24099)
H (-2.14851, 3.24312, -0.33712)
H (-0.36331, 3.32632, -0.02447)
H (-0.58438, 1.76871, -1.62067)
H (-2.05306, 0.94646, -0.88406)
H (2.16732, 0.69482, 0.92490)
H (1.10752, 2.20134, 0.86537)
H (1.42811, 2.38105, -1.73076)
H (2.56470, 0.86756, -1.91013)
H (3.14705, 2.17194, -0.82706)
H (-1.95460, -1.51176, 2.06019)
H (-0.57476, -2.59759, 1.62197)
H (-1.94062, -2.84849, -0.12597)
H (-2.38243, -1.01575, -0.00346)
H (-0.46440, -2.61077, -1.46677)

Cartesian forces (eV/Å) of the 2 atoms listed first:
0.115 2.575 1.859
-0.911 -1.788 -0.370

Computed properties:
HOMO-LUMO gap: 9.32 eV
Structure (SMILES): CCC1(CC)SCCNC1=O
Relative energy (zero: lowest compared OMol25 entry of this formula, charge and spin): 2.377 eV
LUMO: 0.7 eV
E: -22910.2332 eV

=====

Entry from OMol25: a single C8H15O5P molecule (the ωB97M-V functional and the def2-TZVPD basis).

CARTESIAN COORDINATES (ANGSTROEM)
C (-1.34786, -2.39115, 1.43278)
C (0.48027, -0.44862, 1.51186)
C (3.07148, -0.34456, 1.16785)
C (-3.79152, -1.94909, -0.53406)
C (1.24729, 2.56682, -2.01517)
C (1.94405, -0.35821, 2.13759)
C (-3.61170, -1.72049, 0.94020)
C (0.73930, 2.83961, -0.59461)
O (-1.34409, -3.50116, 1.09062)
O (-1.04762, 0.58648, -0.70126)
O (0.07167, -1.77711, 1.54084)
O (-2.20853, -1.39401, 1.46231)
O (1.11289, 1.71209, 0.17962)
P (0.23598, 0.38891, 0.02470)
H (2.75012, -0.87950, 0.19248)
H (3.95115, -0.84632, 1.63535)
H (3.47837, 0.62706, 0.95598)
H (-3.33541, -1.11052, -1.13866)
H (-3.18625, -2.82405, -0.81029)
H (-4.87781, -2.16189, -0.75603)
H (1.88031, 3.46862, -2.21479)
H (1.77966, 1.62986, -1.88427)
H (0.39133, 2.54318, -2.81473)
H (1.98779, 0.67120, 2.67432)
H (2.02041, -1.19379, 2.77893)
H (-3.89061, -2.78112, 1.36192)
H (-4.36435, -0.94324, 1.14275)
H (-0.34889, 3.11695, -0.60271)
H (1.34127, 3.67438, -0.23281)

Cartesian forces (eV/Å) of the 2 atoms listed first:
3.013 4.274 -1.485
1.107 -1.546 -0.415

Computed properties:
HOMO-LUMO gap (alpha / beta): 7.81 / 7.81 eV
Relative energy (zero: lowest compared OMol25 entry of this formula, charge and spin): 4.000 eV
LUMO (alpha / beta): -0.2 / -0.2 eV
E: -28062.5301 eV

=====

- What is the E in the second record?
  -28062.5301 eV

=====

- The lowest E belongs to which entry?
  C8H15O5P

=====

- Look up the E of the second one.
  -28062.5301 eV